1.
The following is a quantum chemistry calculation of 10 unconnected molecules or ions with the total composition H20O10 at a distorted geometry, from OMol25.

Structure (XYZ):
```
30
Properties=species:S:1:pos:R:3:forces:R:3:lowdin_charge:R:1
H -0.19295 0.39570 -0.88106 0.1 0.0 0.0 0.033
H -1.08390 -0.77486 -1.26320 0.2 0.0 0.0 0.024
H -4.78009 -0.51158 -1.14693 0.0 0.2 -0.1 0.025
H -6.29434 -0.64034 -1.16961 -0.1 0.2 0.0 0.041
H 4.22649 -2.00278 -2.21316 -0.3 -0.1 -0.2 0.043
H 4.23577 -0.49458 -2.02530 -0.1 0.0 -0.5 0.009
H -5.13809 -3.24051 1.25490 0.1 0.0 0.1 0.039
H -4.95620 -2.25456 0.11260 0.0 0.0 0.2 0.004
H 1.98277 4.50937 0.48714 0.0 -0.1 0.0 0.033
H 0.79774 4.20129 1.38760 0.1 -0.1 -0.1 0.030
H -1.53134 -0.50140 2.16839 0.1 0.0 0.0 0.035
H -1.31055 0.95915 2.52627 0.1 0.0 0.0 0.040
H -2.75925 3.31001 -2.83228 0.1 0.0 0.0 0.036
H -2.80110 2.39931 -1.61617 0.0 0.1 0.0 0.026
H 2.73900 0.81281 3.13771 0.0 0.1 -0.1 0.034
H 1.57097 0.78896 2.16551 -0.2 0.0 0.0 0.009
H 1.67552 -3.39927 0.13440 0.1 0.1 -0.1 0.035
H 2.96520 -3.16283 0.90308 0.0 0.0 -0.1 0.033
H 4.25557 0.20093 -0.35847 0.1 -0.1 0.3 0.052
H 5.06823 -1.04605 -0.66615 -0.1 0.2 0.5 0.031
O -0.20935 -0.56740 -0.91521 -0.3 0.0 0.1 -0.053
O -5.58644 -0.04133 -0.90683 0.1 -0.3 -0.1 -0.052
O 3.64861 -1.25877 -2.00946 -0.7 -0.7 -1.0 -0.082
O -4.77684 -2.37015 1.05252 0.0 -0.2 -0.1 -0.056
O 1.20342 3.94592 0.55142 -0.1 0.2 0.0 -0.062
O -0.87375 0.10002 2.53564 -0.1 0.1 0.0 -0.054
O -2.19637 2.76342 -2.27246 -0.2 -0.1 0.0 -0.059
O 2.34175 1.31125 2.41470 0.1 -0.1 0.1 -0.064
O 2.63045 -3.34156 0.01708 0.0 -0.2 0.3 -0.058
O 5.14909 -0.09017 -0.57266 1.1 0.8 0.8 -0.069
```
Positions in Å, forces in eV/Å.

Orbital gap, eV: 10.20
HOMO energy, eV: -10.33
Energy relative to the best compared isomer or geometry (same formula, charge and spin), eV: 4.190
SMILES string: O.O.O.O.O.O.O.O.O.O
E_tot, a.u.: -764.32792

---

2.
The following is a quantum chemistry calculation of 10 unconnected molecules or ions with the total composition H20O10 at a distorted geometry, from OMol25.

Structure (XYZ):
```
30
Properties=species:S:1:pos:R:3:forces:R:3:lowdin_charge:R:1
H 1.21661 -0.39921 0.49932 -2.5 -0.4 0.2 0.077
H -0.39481 -0.69128 0.22524 0.1 0.3 -0.6 0.004
H 1.89052 3.23186 -3.01273 0.4 -0.1 0.3 0.048
H 2.96420 2.66972 -2.07511 1.3 -3.3 1.2 -0.038
H -2.05522 -0.55850 -2.26074 -2.2 -0.6 -1.9 0.009
H -0.80524 0.40331 -2.17520 -1.1 -1.0 0.4 0.085
H 1.02270 1.34975 3.55823 -1.4 0.3 -0.2 0.056
H 0.02038 0.52331 2.82047 -0.5 -0.6 -0.7 -0.022
H -2.99949 -1.83256 3.49202 -0.3 -1.1 0.7 0.026
H -2.80808 -0.61115 2.84211 -1.3 3.6 -1.0 -0.023
H -4.11201 -1.06216 -0.65499 2.3 3.2 -0.9 -0.046
H -5.07594 -1.57176 0.30051 0.7 -0.8 -1.3 0.077
H 2.67196 0.19185 -2.74517 -2.2 3.5 -1.5 -0.055
H 4.01853 -0.21579 -2.11480 -1.7 -0.4 -0.7 0.084
H -1.99122 2.74750 1.54117 0.3 0.2 -0.6 0.025
H -1.99222 2.05119 0.02348 -0.2 0.3 3.0 0.074
H 0.71930 -1.34364 -1.70493 -0.1 -0.9 0.5 0.025
H -0.46568 -1.38062 -2.83385 2.1 0.0 1.2 0.087
H 3.14585 -1.43264 1.70156 -0.1 -0.1 0.1 0.022
H 4.46933 -2.03264 1.26327 0.1 -0.2 -0.1 0.033
O 0.30161 -0.60866 0.87749 2.4 0.2 0.4 -0.068
O 2.59995 3.43393 -2.38579 -1.7 3.4 -1.5 -0.010
O -1.41948 -0.20816 -1.70644 -0.8 3.3 3.3 -0.069
O 0.06378 1.34563 3.29992 1.8 0.4 0.8 -0.080
O -2.34760 -1.37736 2.98230 1.7 -2.5 0.3 -0.001
O -4.56286 -1.83175 -0.51747 -2.9 -2.3 2.2 -0.036
O 3.13012 -0.52146 -2.45985 3.9 -3.2 2.2 -0.032
O -2.13681 1.94414 1.03506 -0.1 -0.6 -2.5 -0.102
O 0.37471 -0.97134 -2.50207 2.0 -0.8 -3.5 -0.095
O 4.06664 -1.20952 1.54062 -0.1 0.3 0.0 -0.054
```
Positions in Å, forces in eV/Å.

Orbital gap, eV: 10.15
HOMO energy, eV: -10.29
Energy relative to the best compared isomer or geometry (same formula, charge and spin), eV: 5.696
SMILES string: O.O.O.O.O.O.O.O.O.O
E_tot, a.u.: -764.27259

---

3.
The following is a quantum chemistry calculation of 10 unconnected molecules or ions with the total composition H20O10 at a distorted geometry, from OMol25.

Structure (XYZ):
```
30
Properties=species:S:1:pos:R:3:forces:R:3:lowdin_spin:R:1
O 0.62107 -2.40359 -2.69892 0.5 -0.5 -0.5 0.397
H 1.12626 -1.69133 -2.30687 0.7 0.7 0.1 -0.002
H -0.24463 -2.33356 -2.29657 -1.1 0.2 0.5 0.006
O 0.78549 2.78808 0.15583 -0.1 0.1 -0.4 0.000
H 0.27496 3.42453 0.65635 -0.2 0.1 0.5 0.000
H 0.99405 3.23821 -0.66277 0.1 0.4 -0.4 0.000
O -0.83337 0.89740 2.66393 0.7 0.3 0.1 0.000
H -1.09157 0.27612 3.34481 0.1 -0.1 0.3 0.000
H -1.46558 0.75732 1.95900 -0.4 0.0 -0.2 0.000
O 2.69943 -1.31910 0.67544 0.4 -0.9 0.0 0.414
H 2.80525 -0.46152 1.08726 0.3 1.0 0.4 0.004
H 1.98617 -1.19796 0.04867 -0.8 0.2 -0.4 0.004
O 0.29443 0.28575 -0.51857 0.2 -1.2 -0.6 0.003
H -0.28529 -0.01266 0.18223 -0.2 -0.3 0.4 0.000
H 0.55279 1.16935 -0.25639 -0.1 0.9 0.5 0.000
O -2.67171 0.22043 0.81425 -0.1 -0.1 -0.4 0.000
H -3.53099 0.52142 1.10966 -0.4 0.1 0.2 0.000
H -2.66470 0.39998 -0.12593 0.0 0.3 -0.3 0.000
O 3.29511 2.13487 0.91919 0.7 -0.8 -0.1 0.040
H 3.08172 1.96804 1.83727 0.0 0.2 0.4 0.000
H 2.45242 2.32753 0.50811 -0.3 0.3 0.2 0.000
O -1.98885 -1.96655 -1.16153 0.6 0.1 -0.2 -0.001
H -2.67219 -1.33279 -1.37978 -0.3 0.1 -0.2 0.000
H -2.26186 -2.77361 -1.59784 -0.4 -0.5 0.1 0.000
O 2.14466 0.28835 -2.62247 0.4 -0.6 -0.1 0.134
H 1.59218 0.34989 -1.84323 -0.4 0.1 0.5 0.000
H 1.67384 0.78673 -3.29044 -0.1 0.2 -0.5 0.000
O -2.08563 -2.47215 1.67224 0.2 -0.3 0.3 0.002
H -2.10701 -2.01140 0.83351 -0.1 0.0 -0.2 0.000
H -2.47646 -1.85779 2.29357 -0.1 0.0 0.2 0.000
```
Positions in Å, forces in eV/Å.

Net charge: +1
Orbital gap (spin up / spin down), eV: 10.54 / 3.06
HOMO energy (spin up / spin down), eV: -13.96 / -13.94
<S²>: 0.76
Energy relative to the best compared isomer or geometry (same formula, charge and spin), eV: 1.190
Multiplicity: 2
E_tot, a.u.: -763.97727

---

Repeat the first record exactly.
The following is a quantum chemistry calculation of 10 unconnected molecules or ions with the total composition H20O10 at a distorted geometry, from OMol25.

Structure (XYZ):
```
30
Properties=species:S:1:pos:R:3:forces:R:3:lowdin_charge:R:1
H -0.19295 0.39570 -0.88106 0.1 0.0 0.0 0.033
H -1.08390 -0.77486 -1.26320 0.2 0.0 0.0 0.024
H -4.78009 -0.51158 -1.14693 0.0 0.2 -0.1 0.025
H -6.29434 -0.64034 -1.16961 -0.1 0.2 0.0 0.041
H 4.22649 -2.00278 -2.21316 -0.3 -0.1 -0.2 0.043
H 4.23577 -0.49458 -2.02530 -0.1 0.0 -0.5 0.009
H -5.13809 -3.24051 1.25490 0.1 0.0 0.1 0.039
H -4.95620 -2.25456 0.11260 0.0 0.0 0.2 0.004
H 1.98277 4.50937 0.48714 0.0 -0.1 0.0 0.033
H 0.79774 4.20129 1.38760 0.1 -0.1 -0.1 0.030
H -1.53134 -0.50140 2.16839 0.1 0.0 0.0 0.035
H -1.31055 0.95915 2.52627 0.1 0.0 0.0 0.040
H -2.75925 3.31001 -2.83228 0.1 0.0 0.0 0.036
H -2.80110 2.39931 -1.61617 0.0 0.1 0.0 0.026
H 2.73900 0.81281 3.13771 0.0 0.1 -0.1 0.034
H 1.57097 0.78896 2.16551 -0.2 0.0 0.0 0.009
H 1.67552 -3.39927 0.13440 0.1 0.1 -0.1 0.035
H 2.96520 -3.16283 0.90308 0.0 0.0 -0.1 0.033
H 4.25557 0.20093 -0.35847 0.1 -0.1 0.3 0.052
H 5.06823 -1.04605 -0.66615 -0.1 0.2 0.5 0.031
O -0.20935 -0.56740 -0.91521 -0.3 0.0 0.1 -0.053
O -5.58644 -0.04133 -0.90683 0.1 -0.3 -0.1 -0.052
O 3.64861 -1.25877 -2.00946 -0.7 -0.7 -1.0 -0.082
O -4.77684 -2.37015 1.05252 0.0 -0.2 -0.1 -0.056
O 1.20342 3.94592 0.55142 -0.1 0.2 0.0 -0.062
O -0.87375 0.10002 2.53564 -0.1 0.1 0.0 -0.054
O -2.19637 2.76342 -2.27246 -0.2 -0.1 0.0 -0.059
O 2.34175 1.31125 2.41470 0.1 -0.1 0.1 -0.064
O 2.63045 -3.34156 0.01708 0.0 -0.2 0.3 -0.058
O 5.14909 -0.09017 -0.57266 1.1 0.8 0.8 -0.069
```
Positions in Å, forces in eV/Å.

Orbital gap, eV: 10.20
HOMO energy, eV: -10.33
Energy relative to the best compared isomer or geometry (same formula, charge and spin), eV: 4.190
SMILES string: O.O.O.O.O.O.O.O.O.O
E_tot, a.u.: -764.32792